Molecular formula: C39H44FN8O9SSiY
Method: DFT, ωB97M-V with the def2-TZVPD basis set

Last column: Mulliken charge in e.
Atoms and positions in Å:
1 Y 0.259 -0.473 -0.240  -0.73
2 N 2.040 1.883 -8.295  -0.62
3 C 2.129 1.037 -7.173  0.95
4 C 1.483 1.379 -5.990  -0.77
5 C 1.602 0.575 -4.870  0.22
6 C 2.374 -0.577 -4.916  -0.44
7 C 3.015 -0.935 -6.095  -0.81
8 C 2.893 -0.127 -7.217  -0.84
9 S 2.642 -1.537 -3.465  1.40
10 O 2.937 -2.877 -3.897  -0.79
11 O 3.657 -0.828 -2.713  -0.84
12 N 1.297 -1.406 -2.618  0.13
13 C 0.078 -1.694 -3.189  0.18
14 N -0.119 -2.083 -4.460  -0.46
15 C -1.380 -2.262 -4.832  -0.40
16 C -2.472 -2.077 -3.997  -0.92
17 C -2.171 -1.679 -2.709  0.05
18 N -0.929 -1.496 -2.313  0.44
19 H 1.260 2.520 -8.270  0.25
20 H 2.099 1.410 -9.181  0.21
21 H 0.883 2.283 -5.940  0.30
22 H 1.074 0.838 -3.961  0.16
23 H 3.597 -1.849 -6.132  0.48
24 H 3.400 -0.400 -8.138  0.28
25 H -1.532 -2.573 -5.864  0.37
26 H -3.491 -2.226 -4.326  0.41
27 H -2.937 -1.489 -1.963  0.17
28 C -5.855 2.814 4.165  -1.40
29 C -5.024 1.662 4.712  -0.26
30 C -5.851 0.615 5.441  -1.06
31 C -6.803 -0.083 4.481  -1.24
32 C -6.048 -0.607 3.282  1.08
33 C -6.531 -1.663 2.547  -0.72
34 C -5.812 -2.153 1.465  0.02
35 F -6.328 -3.207 0.790  -0.38
36 C -4.614 -1.625 1.088  -0.88
37 C -4.108 -0.541 1.808  0.46
38 C -2.795 0.038 1.403  0.71
39 O -2.236 -0.400 0.409  -0.18
40 C -2.293 1.101 2.240  0.14
41 C -3.060 1.526 3.272  -0.17
42 N -4.261 1.016 3.631  0.20
43 C -4.812 -0.042 2.903  -0.46
44 C -0.975 1.805 2.045  -0.06
45 O -0.800 2.870 2.638  -0.81
46 O -0.126 1.191 1.316  0.36
47 H -6.421 3.290 4.971  0.38
48 H -6.557 2.472 3.400  0.34
49 H -5.209 3.563 3.705  0.39
50 H -4.282 2.060 5.401  0.51
51 H -6.390 1.087 6.265  0.45
52 H -5.170 -0.123 5.872  0.36
53 H -7.586 0.612 4.161  0.35
54 H -7.314 -0.909 4.978  0.44
55 H -7.468 -2.138 2.822  0.50
56 H -4.022 -2.035 0.278  0.59
57 H -2.696 2.361 3.862  0.53
58 O 0.230 5.130 -3.411  -0.59
59 C 1.473 4.720 -3.274  0.47
60 O 2.424 5.353 -3.688  -0.69
61 C 1.689 3.420 -2.571  0.29
62 C 2.940 2.858 -2.429  -0.71
63 N 2.783 1.696 -1.787  0.34
64 N 1.498 1.443 -1.517  0.79
65 C 0.813 2.474 -1.982  -0.54
66 C -0.689 2.354 -1.908  0.80
67 O -1.358 3.306 -2.376  -1.01
68 O -1.136 1.283 -1.438  -0.36
69 H -0.433 4.467 -3.003  0.45
70 H 3.905 3.213 -2.757  0.48
71 H 3.450 0.943 -1.668  -0.18
72 N -1.153 -3.479 0.932  -1.01
73 C -0.589 -2.523 0.592  0.44
74 C 4.441 -0.187 0.462  -1.39
75 Si 2.811 -0.741 1.307  0.90
76 C 3.225 -2.607 1.659  2.56
77 C 2.392 -3.177 2.809  -1.99
78 C 4.709 -2.909 1.918  -2.11
79 C 2.845 -3.361 0.374  -1.75
80 C 2.858 0.285 2.951  2.71
81 C 4.131 0.084 3.773  -1.99
82 C 2.764 1.776 2.580  -1.90
83 C 1.656 -0.041 3.846  -1.62
84 H 5.320 -0.463 1.056  0.52
85 H 4.467 0.903 0.333  0.28
86 H 4.555 -0.645 -0.524  0.22
87 H 2.741 -2.826 3.787  0.33
88 H 2.462 -4.279 2.808  0.52
89 H 1.328 -2.925 2.720  0.28
90 H 5.150 -2.315 2.723  0.29
91 H 5.318 -2.737 1.024  0.34
92 H 4.826 -3.974 2.188  0.53
93 H 1.767 -3.381 0.207  0.15
94 H 3.185 -4.410 0.437  0.55
95 H 3.316 -2.923 -0.517  0.30
96 H 5.036 0.321 3.205  0.34
97 H 4.230 -0.940 4.144  0.28
98 H 4.111 0.748 4.655  0.54
99 H 3.606 2.101 1.959  0.32
100 H 2.795 2.383 3.502  0.46
101 H 1.833 2.020 2.060  0.12
102 H 1.697 -1.057 4.248  0.26
103 H 0.717 0.068 3.299  -0.06
104 H 1.621 0.655 4.701  0.50

Molar mass   936.885 g mol⁻¹
LUMO level   3.41 eV
Gap between HOMO and LUMO   5.182 eV
Total charge   -2
Calculated total energy   -93989.049 eV

=====

Molecular formula: C4H4Cl12
Method: DFT, ωB97M-V with the def2-TZVPD basis set

Last column: Mulliken charge in e.
Atoms and positions in Å:
1 Cl -0.926 -1.539 2.851  -0.13
2 C -0.277 -0.750 1.403  0.69
3 Cl -0.504 -1.788 -0.010  -0.08
4 Cl 1.421 -0.367 1.672  -0.10
5 H -0.830 0.157 1.203  -0.34
6 Cl 2.258 0.030 -2.702  -0.09
7 C 0.612 0.593 -2.900  0.02
8 Cl 0.498 1.809 -4.217  -0.14
9 Cl -0.056 1.292 -1.411  -0.04
10 H -0.035 -0.217 -3.208  0.27
11 Cl 4.389 -3.931 0.603  -0.12
12 C 2.634 -3.862 0.462  0.42
13 Cl 1.902 -5.373 1.057  -0.13
14 Cl 2.126 -3.586 -1.218  -0.11
15 H 2.247 -3.049 1.061  -0.07
16 Cl -3.032 5.112 2.491  -0.11
17 C -3.039 4.184 0.984  0.00
18 Cl -4.698 3.878 0.488  -0.11
19 Cl -2.123 2.692 1.221  -0.11
20 H -2.566 4.717 0.169  0.29

Molar mass   477.512 g mol⁻¹
LUMO level   0.33 eV
Gap between HOMO and LUMO   11.367 eV
SMILES   ClC(Cl)Cl.ClC(Cl)Cl.ClC(Cl)Cl.ClC(Cl)Cl
Calculated total energy   -154481.607 eV